Below is a single C8H7IN2 molecule at a distorted geometry, with properties calculated with ωB97M-V/def2-TZVPD.

```
18
Properties=species:S:1:pos:R:3:forces:R:3
I 0.40072 -3.56853 1.79017 0.04 0.35 -0.59
N 0.51579 -2.67234 -1.11830 1.15 -1.63 -3.83
N -0.71724 -2.72439 3.10169 -0.67 -0.07 0.68
C 0.14653 -0.86339 0.25016 0.35 -4.30 0.90
C -0.10627 1.77270 -0.21038 0.50 2.99 -0.08
C -0.19066 -0.07194 1.33783 -0.91 2.17 1.38
C -0.40374 1.28428 1.04995 0.25 -0.66 1.03
C 0.33524 -1.49272 -2.01543 0.96 -1.72 0.29
C 0.35824 -2.27998 0.08656 -1.19 3.35 4.57
C 0.17731 -0.36690 -1.04334 0.21 -0.27 -1.65
C 0.23137 0.94444 -1.26315 -1.03 0.02 -2.20
H 1.31838 -1.42107 -2.50517 -0.31 0.12 -0.37
H 0.22648 1.23734 -2.33177 0.36 0.46 0.88
H -0.73812 1.96844 1.84022 0.23 -0.33 -0.37
H -0.22931 -1.98903 3.63370 0.36 -0.36 -0.63
H -0.42270 -0.44374 2.34372 0.38 0.07 -0.72
H -0.40172 -1.78529 -2.77698 -0.16 0.76 0.22
H -0.02215 2.86876 -0.41485 -0.51 -0.97 0.49
```
Forces are in eV/Å.

Output
Total charge ... 0
F_max ... 5.788 eV/A
Expectation value of S² ... 2.045
Kohn-Sham gap (spin up / spin down) ... 5.51 / 4.62 eV
2S+1 ... 3
HOMO (spin up / spin down) ... -5.36 / -8.14 eV
Relative energy (zero: lowest compared OMol25 entry of this formula, charge and spin) ... 86.8 kcal per mole


Below is a 2-piece molecular cluster, C8H7N2O3 overall at a distorted geometry, with properties calculated with ωB97M-V/def2-TZVPD.

```
20
Properties=species:S:1:pos:R:3:forces:R:3
O -0.72571 1.68266 3.75833 0.12 0.08 -0.04
O 2.00713 1.74431 0.58697 -0.08 0.07 0.14
O 1.19114 2.52412 3.00155 -0.09 0.04 0.17
N -0.27416 0.27167 -1.86832 -0.19 0.33 -0.13
N 1.14461 -1.39214 -0.98150 0.33 -0.08 0.15
C 0.09524 1.73148 2.85551 0.04 0.14 0.15
C 0.97055 1.11827 0.70855 0.56 -1.71 -3.03
C -0.01476 0.98009 1.61957 -0.60 -0.23 0.41
C -1.21938 0.09997 1.45704 0.14 0.17 -0.02
C 0.74674 -2.22379 -1.92859 -0.16 -0.30 -0.30
C -0.68125 -0.57635 -2.79550 -0.11 -0.28 -0.28
C 0.60520 -0.17643 -0.97752 0.26 1.98 2.89
C -0.21280 -1.88064 -2.87034 0.05 0.12 0.05
H -1.42650 -0.19967 -3.49429 0.05 -0.08 -0.04
H -2.06701 0.66252 1.05770 -0.12 -0.07 0.00
H -1.00086 -0.71973 0.77740 -0.06 -0.09 -0.01
H 1.19943 -3.21442 -1.92039 -0.05 0.03 -0.05
H -1.50803 -0.29708 2.42930 -0.05 -0.05 -0.01
H 1.74461 2.44237 2.19673 -0.06 -0.03 -0.01
H -0.57417 -2.57721 -3.61221 0.02 -0.05 -0.05
```
Forces are in eV/Å.

Output
Total charge ... -1
F_max ... 3.521 eV/A
Kohn-Sham gap ... 7.43 eV
HOMO ... -4.14 eV
Relative energy (zero: lowest compared OMol25 entry of this formula, charge and spin) ... 35.9 kcal per mole


Below is C8H7N3O4Sr as an isolated structure at a distorted geometry, with properties calculated with ωB97M-V/def2-TZVPD.

```
23
Properties=species:S:1:pos:R:3:forces:R:3
Sr 0.21634 0.09507 -2.21606 0.43 0.33 0.99
O -2.86909 -1.57517 -3.95207 3.73 2.14 1.30
O 1.93405 0.20404 -0.14863 -1.27 -0.15 1.59
O 2.86256 -1.62230 -3.98195 -3.46 1.92 0.90
O -0.03496 3.36981 -3.97398 -0.06 -2.40 0.52
N -0.27882 -0.06005 0.10767 0.46 0.16 -0.45
N 1.01668 0.06906 2.04102 0.16 0.05 -1.23
N -2.54266 -0.26248 -0.06374 0.28 0.07 -0.66
C 2.33855 0.21514 2.67962 -0.54 -0.07 0.17
C -0.04431 2.28024 -3.66361 -0.02 3.34 -1.00
C -1.44305 -0.17142 0.72363 0.70 -0.05 -0.04
C -1.91942 -1.03160 -3.59186 -4.13 -2.39 -1.54
C -1.42680 -0.20252 2.14228 1.09 0.17 -0.34
C -0.16050 -0.07492 2.70988 -1.29 -0.13 0.07
C 0.97906 0.08316 0.68071 -0.96 -0.15 -2.16
C 1.89721 -1.08007 -3.68353 4.71 -2.78 -1.79
H -2.56549 -0.22147 -1.11162 0.20 -0.06 2.02
H -0.02803 -0.07722 3.77576 -0.17 -0.03 0.34
H -2.37027 -0.31290 2.65380 0.35 0.03 0.63
H 2.10762 0.17450 3.73324 0.55 0.06 0.36
H 2.77459 1.16957 2.38977 -0.03 -0.07 0.11
H 2.98262 -0.60496 2.36731 -0.04 0.05 0.10
H -3.42586 -0.36352 0.38234 -0.68 -0.06 0.12
```
Forces are in eV/Å.

Output
Total charge ... +2
F_max ... 5.757 eV/A
Kohn-Sham gap ... 8.20 eV
HOMO ... -16.07 eV


Below is an isolated ion of composition C8H7N4S2 and charge +1 at a distorted geometry, with properties calculated with ωB97M-V/def2-TZVPD.

```
21
Properties=species:S:1:pos:R:3:forces:R:3
S -1.60200 -2.51278 0.46060 0.65 -1.33 0.04
S 4.23482 0.45342 1.01848 -1.81 -0.40 -0.71
N -0.09288 1.82309 -0.81011 1.08 -2.50 1.63
N 3.00243 -2.25640 -2.21151 -0.32 -0.08 -0.38
N -2.43240 -0.06597 0.18258 -2.33 0.72 -0.98
N 1.86918 0.91934 -0.07202 0.30 1.04 -0.40
C 0.83217 -1.66165 0.47316 -0.10 1.47 -1.33
C 2.35115 -1.45108 0.18317 -1.80 -1.77 1.43
C 0.55204 0.73737 -0.22055 -0.70 1.33 -0.69
C 2.75618 0.02326 0.41662 2.95 -2.23 1.06
C 0.11308 -2.80099 0.53883 0.64 1.34 0.46
C -0.01084 -0.51194 0.23079 -0.13 1.00 -0.95
C 2.59121 -1.90751 -1.20064 0.85 0.59 0.69
C -1.36357 -0.87548 0.17499 0.37 1.34 1.11
H 2.35731 1.77931 -0.32638 -0.70 0.11 0.10
H -2.57316 0.87365 0.55495 1.07 -0.47 -0.08
H 0.62482 -3.69759 0.72448 -0.19 -1.56 -0.07
H 0.45077 2.53248 -1.27982 -0.03 -0.12 0.02
H 2.78146 -2.23058 0.87094 0.61 1.31 -0.62
H -0.95581 1.55499 -1.20545 -1.16 0.23 -0.57
H -3.34883 -0.45310 -0.06902 0.73 -0.03 0.24
```
Forces are in eV/Å.

Output
Total charge ... +1
F_max ... 3.839 eV/A
Kohn-Sham gap ... 7.61 eV
HOMO ... -12.63 eV
Relative energy (zero: lowest compared OMol25 entry of this formula, charge and spin) ... 0.0 kcal per mole


Below is a single C8H7NO molecule at a distorted geometry, with properties calculated with ωB97M-V/def2-TZVPD.

```
17
Properties=species:S:1:pos:R:3:forces:R:3
O -0.36172 -2.58591 -0.59969 -0.72 -0.36 0.46
N 1.26052 -2.41873 -2.19127 -0.87 -1.57 -0.96
C 1.29592 -1.20419 -1.88914 -3.16 1.15 4.61
C 1.88059 0.01419 -2.00292 1.83 1.07 -0.96
C -1.15719 0.90129 0.48122 1.84 -1.86 -1.27
C 2.48201 1.05300 -2.22541 -0.98 -1.04 0.96
C -0.82723 -0.57446 0.60681 -0.32 -2.67 1.90
C 0.35222 -3.15191 -1.61015 0.25 -2.49 -1.16
C 0.05569 0.46719 1.24937 -4.30 0.74 1.64
C -0.04848 -1.39638 -0.28914 2.59 2.09 -4.69
H -2.04455 1.19192 0.90629 -1.71 0.59 1.45
H 0.01813 0.77646 2.26474 0.15 -0.53 0.90
H -1.02867 1.28992 -0.48228 0.33 0.59 -1.26
H -1.43671 -1.34643 1.18633 0.30 1.79 -0.17
H 3.06486 1.90055 -1.99778 0.31 0.48 -0.38
H 0.90484 0.60052 0.75894 3.73 0.55 -1.86
H -0.00531 -4.16377 -1.95394 0.73 1.46 0.79
```
Forces are in eV/Å.

Output
Total charge ... 0
F_max ... 5.755 eV/A
Kohn-Sham gap (spin up / spin down) ... 7.35 / 7.34 eV
HOMO (spin up / spin down) ... -7.05 / -7.05 eV
Relative energy (zero: lowest compared OMol25 entry of this formula, charge and spin) ... 164.9 kcal per mole


Below is a single C8H7NOS molecule at a distorted geometry, with properties calculated with ωB97M-V/def2-TZVPD.

```
18
Properties=species:S:1:pos:R:3:forces:R:3
S 2.80512 1.59647 -0.60137 -0.73 0.11 -0.21
O 1.90805 -0.60384 -1.64681 2.34 -1.16 -1.94
N 2.15535 -1.13849 1.79718 0.51 -0.12 0.37
C 2.16598 -0.62307 0.77300 -0.31 -0.37 -0.49
C 1.81333 0.06009 -0.48763 -3.52 0.86 2.01
C -0.83987 -0.63761 -1.03038 4.50 0.67 0.51
C -2.15885 -0.68007 -0.77618 -0.72 0.17 0.33
C 0.01916 0.07921 -0.17943 1.67 1.00 -0.49
C -0.52532 0.76213 0.91793 1.65 -1.34 -0.44
C -1.83041 0.56095 1.23756 -2.62 0.70 0.83
C -2.70046 -0.09810 0.36105 -1.06 0.06 -0.20
H -2.24535 1.01671 2.18035 0.50 -0.52 -1.13
H -2.64260 -1.18103 -1.56051 -1.67 -0.63 -0.43
H -0.29189 -1.16711 -1.81405 -0.86 0.09 -0.15
H 0.07972 1.23346 1.65918 0.60 0.49 0.12
H 3.23501 1.53071 0.64622 0.26 0.12 0.44
H -3.81971 -0.11874 0.48897 1.46 -0.04 0.21
H 2.87272 -0.59167 -1.96504 -1.96 -0.09 0.66
```
Forces are in eV/Å.

Output
Total charge ... 0
SMILES ... N#C[C@](O)(S)c1ccccc1
F_max ... 4.576 eV/A
Kohn-Sham gap ... 9.84 eV
HOMO ... -9.43 eV
Relative energy (zero: lowest compared OMol25 entry of this formula, charge and spin) ... 52.7 kcal per mole


Below is a single C8H7NOS2 molecule at a distorted geometry, with properties calculated with ωB97M-V/def2-TZVPD.

```
19
Properties=species:S:1:pos:R:3:forces:R:3
S -1.42307 0.15656 0.62273 0.61 -0.38 -0.33
S 1.59956 2.18430 -0.46210 -0.32 -0.67 0.25
O -0.87244 -2.79268 -1.81930 -0.03 0.81 -0.03
N 0.38772 -1.15906 -0.78572 0.53 -0.90 -1.53
C -3.22431 -0.93624 -1.19026 7.39 -5.71 -4.24
C 2.86751 2.63592 0.58398 0.96 -0.52 -0.59
C -0.78902 -1.83083 -1.10206 -1.22 -1.67 1.63
C 1.25007 0.70589 0.41590 1.06 1.96 -0.49
C 0.19140 -0.19066 -0.02085 -0.61 1.53 1.58
C -2.01534 -1.34105 -0.21651 -1.06 2.08 -1.69
C 3.03356 1.61927 1.56734 0.00 4.91 -3.58
C 2.12823 0.66309 1.46101 -2.55 -7.04 2.60
H -3.95892 -0.60321 -0.70031 -6.33 1.57 3.87
H -3.30460 -1.96518 -1.90926 -0.48 3.20 1.89
H 3.54257 3.47664 0.16425 -1.22 -1.48 1.43
H -2.38618 -1.94008 0.59553 0.24 -1.06 -0.13
H 2.14293 -0.34024 2.25618 -0.19 3.14 -2.47
H 3.72786 1.72900 2.27010 2.77 0.07 2.80
H -2.89752 -0.07145 -1.73066 0.46 0.16 -0.98
```
Forces are in eV/Å.

Output
Total charge ... 0
SMILES ... C[C@@H]1SC(c2cccs2)=NC1=O
F_max ... 10.259 eV/A
Kohn-Sham gap ... 9.08 eV
HOMO ... -9.14 eV
Relative energy (zero: lowest compared OMol25 entry of this formula, charge and spin) ... 55.7 kcal per mole


Below is a single C8H7NS molecule at a distorted geometry, with properties calculated with ωB97M-V/def2-TZVPD.

```
17
Properties=species:S:1:pos:R:3:forces:R:3
S -0.64117 -2.26527 1.40480 0.32 -1.01 0.64
N 2.22772 -2.41165 1.56001 -2.60 0.43 -0.33
C 0.03741 -0.10607 -1.75521 -0.66 -1.89 -0.18
C -0.68098 0.42507 1.25501 -0.28 0.98 -0.27
C -0.62640 -0.96263 -0.95227 -0.23 0.68 -0.94
C -0.02031 1.53348 0.86557 -0.73 -0.73 1.77
C 0.70005 1.11371 -1.48355 0.73 2.01 1.05
C -1.05898 -0.77791 0.45790 -0.02 0.16 0.06
C 0.67716 1.83695 -0.32456 0.84 -0.04 -2.32
C 1.06630 -2.27065 1.44591 2.11 -0.23 0.19
H 0.11623 -0.42425 -2.79427 0.05 -0.10 0.17
H -2.16431 -0.84223 0.47527 0.28 -0.20 0.11
H 1.24846 2.77309 -0.29533 -0.22 -0.41 -0.15
H 1.28449 1.50987 -2.32358 -0.22 -0.05 0.45
H 0.01824 2.32267 1.61345 0.05 -0.14 0.03
H -1.14016 0.42128 2.25355 0.30 0.08 -0.42
H -1.04373 -1.87546 -1.40272 0.28 0.45 0.13
```
Forces are in eV/Å.

Output
Total charge ... 0
SMILES ... N#CSC1C=CC=CC=C1
F_max ... 2.659 eV/A
Kohn-Sham gap ... 7.99 eV
HOMO ... -8.40 eV
Relative energy (zero: lowest compared OMol25 entry of this formula, charge and spin) ... 16.7 kcal per mole


Below is a 2-piece molecular cluster, C8H7O3S overall at a distorted geometry, with properties calculated with ωB97M-V/def2-TZVPD.

```
19
Properties=species:S:1:pos:R:3:forces:R:3
S 3.25967 -0.63425 -0.49363 0.08 0.89 -0.82
O -0.30759 2.94898 -0.86186 -0.17 -0.14 -0.57
O 0.90769 3.30933 1.06036 0.42 -0.03 0.58
O 3.37385 -1.47690 0.77765 -0.14 -0.41 0.84
C -1.06764 -0.70533 1.25192 -0.46 -0.14 -0.02
C 2.09715 0.81242 -0.10053 0.89 -0.91 -0.12
C -1.78928 -0.93937 0.09189 -0.11 -0.10 0.24
C 0.00206 0.00776 -1.18979 0.00 -0.02 0.08
C 0.33309 3.05740 0.09214 -0.46 0.68 0.06
C -1.24327 -0.58095 -1.13143 -0.04 0.02 -0.22
C 0.17373 -0.10765 1.19574 0.42 0.24 -0.10
C 0.73415 0.26702 -0.02773 -0.43 -0.25 0.19
H 0.73421 0.06860 2.10494 0.06 0.00 0.00
H 0.42987 0.27352 -2.14643 0.06 0.02 -0.07
H -1.79630 -0.76435 -2.04651 0.01 0.00 0.01
H 2.44441 1.24848 0.83515 -0.04 0.05 -0.04
H -2.76500 -1.40396 0.14569 -0.06 -0.02 -0.02
H 2.25578 1.48375 -0.94218 -0.02 0.17 -0.09
H -1.48805 -0.98528 2.20867 -0.01 -0.05 0.08
```
Forces are in eV/Å.

Output
Total charge ... -1
F_max ... 1.280 eV/A
Kohn-Sham gap ... 4.78 eV
HOMO ... -1.70 eV
Relative energy (zero: lowest compared OMol25 entry of this formula, charge and spin) ... 0.0 kcal per mole


Below is C8H7O6W as an isolated structure at a distorted geometry, with properties calculated with ωB97M-V/def2-TZVPD.

```
22
Properties=species:S:1:pos:R:3:forces:R:3
W 0.28264 -0.02833 -2.23554 -0.13 0.00 2.00
O 0.06899 2.62232 -0.48143 0.45 -4.99 -3.52
O -2.46253 0.03205 -0.78042 1.78 -0.22 -3.60
O -0.19611 -0.02662 -5.35122 0.96 -0.02 5.91
O 0.69812 -0.13848 0.73853 0.66 0.94 -2.35
O 3.49519 0.01524 -2.02868 -5.47 -0.07 -0.30
O 0.09757 -2.76982 -0.61481 0.32 4.89 -3.13
C 0.16548 -1.75187 -1.17886 -0.64 -7.03 4.59
C 0.70752 1.12590 2.77143 0.64 -0.40 -0.28
C 0.14979 1.65733 -1.13211 -0.69 6.95 4.81
C -0.00664 -0.02685 -4.19548 -1.16 0.03 -8.54
C 0.28586 -0.02385 1.89436 -1.28 -0.49 1.86
C -1.98192 -0.03419 -1.90267 -2.73 0.09 3.11
C 2.33804 -0.00413 -2.12142 7.29 0.04 -0.18
C -0.66303 -1.01768 2.51050 0.42 0.17 -0.19
H 0.10139 2.00331 2.51842 -0.06 -0.01 -0.05
H -0.64855 -0.92137 3.59943 -0.18 -0.13 -0.29
H 0.55815 0.87766 3.82401 0.01 0.11 -0.20
H -1.67113 -0.81393 2.13272 -0.04 -0.04 0.11
H -2.71163 -0.10756 -2.76286 0.05 0.03 0.13
H 1.75894 1.35637 2.58497 -0.07 0.18 0.02
H -0.36615 -2.02549 2.21113 -0.13 -0.01 0.06
```
Forces are in eV/Å.

Output
Total charge ... +3
F_max ... 8.616 eV/A
Expectation value of S² ... 2.022
Kohn-Sham gap (spin up / spin down) ... 4.82 / 4.11 eV
2S+1 ... 3
HOMO (spin up / spin down) ... -21.36 / -21.24 eV


Below is a single C8H8 molecule at a distorted geometry, with properties calculated with ωB97M-V/def2-TZVPD.

```
16
Properties=species:S:1:pos:R:3:forces:R:3
C 0.15347 -1.20695 0.01254 -0.93 0.35 -0.66
C -2.20487 -0.58734 -0.00847 -1.87 -0.16 -0.57
C -0.02637 2.07590 -0.30422 0.31 -1.30 0.33
C -0.56573 1.17069 0.54753 0.69 1.57 -1.03
C -0.78544 -0.23217 0.11299 -0.57 -0.56 0.81
C -3.41428 -0.75733 -0.16801 2.54 0.56 0.87
C 2.50891 -0.30378 -0.06330 1.32 -0.15 -0.26
C 1.60058 -1.26532 0.09961 1.33 -1.32 0.30
H -0.27458 -2.15801 -0.24045 -0.17 -0.45 -0.03
H 0.19609 1.66283 -1.32805 0.01 0.97 1.04
H -0.90419 1.50442 1.53593 0.18 -0.43 -0.23
H 3.62181 -0.53138 0.03332 -1.73 0.33 -0.17
H -4.48259 -0.81942 -0.08375 0.36 -0.15 -0.28
H 2.02994 -2.32276 0.23468 -0.88 1.62 0.09
H 0.32062 3.08393 0.02508 -0.69 -0.87 -0.56
H 2.22664 0.68669 -0.40542 0.12 -0.03 0.36
```
Forces are in eV/Å.

Output
Total charge ... 0
SMILES ... C#C/C(C=C)=C/C=C
F_max ... 2.738 eV/A
Kohn-Sham gap ... 8.80 eV
HOMO ... -8.61 eV
Relative energy (zero: lowest compared OMol25 entry of this formula, charge and spin) ... 84.6 kcal per mole


- Look up the F_max of the second one.
  3.521 eV/A